Computed, not measured: 2 unconnected molecules or ions with the total composition C25H42BFNO9P, with the ωB97M-V functional and the def2-TZVPD basis.

Each line ends with the Mulliken charge.
CARTESIAN COORDINATES (ANGSTROEM)
1 C -3.77 0.97 3.15  -1.403
2 C -3.28 0.58 1.70  0.669
3 F -4.51 0.50 0.93  -0.455
4 C -2.33 1.69 1.05  -1.491
5 P -0.59 1.05 0.58  2.258
6 C -0.29 0.41 2.33  -0.974
7 C -0.45 1.54 3.46  -0.162
8 C 0.91 1.67 4.30  -0.652
9 O 0.96 2.89 5.05  -0.563
10 C -1.37 0.19 -0.90  -1.052
11 C -1.73 1.12 -2.14  -0.874
12 C -0.49 1.50 -3.03  0.093
13 C -0.98 1.97 -4.45  -1.046
14 O -1.88 3.09 -4.34  -0.359
15 C -1.20 4.26 -4.67  0.244
16 O -1.83 5.24 -4.95  -0.484
17 C 1.09 0.33 0.04  -2.377
18 C 1.45 -1.18 0.21  -0.641
19 C 0.37 -2.26 0.49  0.164
20 O -0.01 -2.59 1.59  -0.561
21 N -0.14 -3.01 -0.67  -0.184
22 C -1.40 -3.66 -0.42  -0.033
23 C -2.60 -3.08 -1.04  0.120
24 C -3.94 -3.63 -0.86  -0.600
25 C -4.11 -4.82 -0.03  -0.370
26 C -2.94 -5.44 0.56  -0.630
27 C -1.62 -4.87 0.36  -0.052
28 C 0.16 2.78 0.34  -1.065
29 B -0.76 3.94 -0.24  0.653
30 O -0.85 4.32 -1.59  -0.408
31 O -1.56 4.73 0.67  -0.647
32 H -3.22 0.39 3.94  0.254
33 H -4.84 0.63 3.24  0.465
34 H -3.77 2.07 3.34  0.254
35 H -2.85 -0.45 1.64  0.185
36 H -2.36 2.54 1.78  0.848
37 H -2.95 2.03 0.17  0.513
38 H -0.92 -0.45 2.65  0.454
39 H 0.78 0.07 2.51  0.619
40 H -0.58 2.57 3.01  0.014
41 H -1.23 1.29 4.21  0.027
42 H 1.07 0.78 4.97  0.381
43 H 1.73 1.69 3.54  0.296
44 H 1.02 3.61 4.40  0.318
45 H -0.73 -0.60 -1.38  0.722
46 H -2.33 -0.36 -0.67  0.293
47 H -2.39 0.49 -2.80  0.685
48 H -2.33 2.03 -1.89  0.135
49 H 0.24 2.20 -2.55  0.023
50 H 0.07 0.53 -3.21  0.333
51 H -1.55 1.12 -4.92  0.363
52 H -0.11 2.17 -5.13  0.467
53 H -0.08 4.27 -4.62  0.332
54 H 1.23 0.60 -1.06  0.412
55 H 1.89 0.93 0.56  0.516
56 H 2.02 -1.52 -0.70  0.396
57 H 2.21 -1.27 1.04  0.571
58 H 0.57 -3.70 -0.95  0.398
59 H -2.52 -2.18 -1.69  0.290
60 H -4.79 -3.10 -1.35  0.336
61 H -5.13 -5.23 0.15  0.360
62 H -3.04 -6.35 1.19  0.327
63 H -0.71 -5.35 0.82  0.271
64 H 0.65 3.18 1.27  0.173
65 H 1.01 2.67 -0.40  0.291
66 H -1.68 4.81 -1.76  0.268
67 H -2.49 4.50 0.53  0.335
68 C 7.52 -2.64 -0.17  -1.468
69 C 6.03 -2.37 -0.15  0.494
70 C 5.38 -2.40 -1.50  -0.533
71 O 4.25 -1.55 -1.31  -0.288
72 C 4.59 -0.66 -0.34  0.571
73 O 3.97 0.32 -0.06  -0.466
74 O 5.76 -1.02 0.26  -0.361
75 H 7.99 -2.26 0.73  0.365
76 H 7.72 -3.71 -0.26  0.386
77 H 8.00 -2.13 -1.02  0.336
78 H 5.54 -3.04 0.56  0.287
79 H 5.06 -3.41 -1.80  0.327
80 H 6.00 -1.98 -2.30  0.303

Calculated values
frontier orbital gap: 8.3 eV
SMILES string: C[C@@H](F)CP(CCCO)(CCCCOC=O)(CCC(=O)Nc1ccccc1)CB(O)O.C[C@@H]1COC(=O)O1
LUMO energy: 0.008 Ha
largest force on an atom: 3.52 eV/A
electronic energy: -59205.0170 eV